(1)
DFT (ωB97M-V with the def2-TZVPD basis set) results for 2 unconnected molecules or ions with the total composition C6H14O3Si.

Calculated values
- ΔE to the lowest compared entry with this formula, charge and spin: 76.7 kcal/mol
- Multiplicity: 1

Positions of all 24 atoms, in Å:
1 C 2.79431 -0.70904 -0.26002
2 C -2.23906 2.04091 0.69322
3 C 2.65769 0.77744 -0.74952
4 C 1.83814 -1.51273 -0.95049
5 C -1.59765 1.40783 -0.60452
6 C -1.23172 -0.07454 -0.33784
7 O 3.56262 -0.91263 0.64200
8 O 2.94060 1.73160 0.20681
9 O 1.09712 0.67504 1.66188
10 Si 0.24814 -0.45403 0.82823
11 H -3.20117 2.54805 0.49646
12 H -2.41765 1.15556 1.35693
13 H -1.58816 2.84893 1.19956
14 H 1.59101 0.80090 -0.93154
15 H 3.22260 0.90935 -1.64946
16 H 1.62281 -1.12170 -1.93408
17 H 1.84930 -2.52326 -0.86970
18 H -2.20485 1.33440 -1.51725
19 H -0.75168 2.08705 -0.79824
20 H -0.87755 -0.60399 -1.18762
21 H -2.08078 -0.62711 0.11102
22 H 3.45154 1.11235 0.73454
23 H 1.56797 1.39115 1.26821
24 H 0.22454 -1.55295 1.80576

natural (NBO) population analysis, charges in e, atoms 1 to 5: C 0.474; C -0.619; C -0.173; C -0.721; C -0.411



(2)
DFT (ωB97M-V with the def2-TZVPD basis set) results for 3 unconnected molecules or ions with the total composition C26H50Br2ClF7N7O4P2.

Calculated values
- Net charge: -1
- Multiplicity: 1

Positions of all 99 atoms, in Å:
1 C 0.17454 -0.94012 0.75845
2 C 0.08474 -2.07549 1.08525
3 C -0.03400 -3.48688 1.43377
4 C -0.30120 -4.41059 0.18390
5 C 1.16688 -4.45872 -0.37228
6 O 1.57937 -3.48287 -1.03004
7 O 1.83985 -5.47267 -0.05692
8 C -0.71231 -5.82441 0.72521
9 Br 0.11903 -6.28665 2.45789
10 C -0.59709 -7.08918 -0.20924
11 C -0.23039 -6.94135 -1.66899
12 Br 0.64288 -8.46416 0.49632
13 N -1.29070 -3.87440 -0.75784
14 C -1.04860 -3.93679 -2.18553
15 C -1.01806 -2.58542 -2.93290
16 C 0.38057 -2.01935 -3.18805
17 Cl -1.74433 -2.90554 -4.58965
18 C -2.48524 -3.33280 -0.33316
19 F -2.81639 -3.64164 0.94949
20 F -2.56719 -1.94964 -0.36313
21 C -3.81128 -3.73139 -1.11572
22 F -3.89440 -3.21883 -2.34598
23 F -4.81290 -3.12139 -0.41012
24 C -4.19523 -5.23339 -1.05777
25 F -4.68477 -5.58142 0.13303
26 F -5.20522 -5.41247 -1.94639
27 F -3.21770 -6.06802 -1.40824
28 H 0.27879 0.10493 0.59400
29 H -0.75824 -3.63833 2.22956
30 H 0.94083 -3.73152 1.84598
31 H -1.75255 -5.75958 1.03120
32 H -1.54357 -7.61730 -0.16674
33 H -0.14937 -7.94411 -2.08670
34 H 0.71907 -6.45480 -1.86253
35 H -1.01310 -6.46519 -2.25502
36 H -1.84220 -4.51213 -2.67054
37 H -0.16244 -4.47276 -2.48979
38 H -1.64943 -1.81777 -2.50244
39 H 0.35913 -1.50122 -4.14493
40 H 1.06046 -2.85422 -3.33701
41 H 0.74301 -1.39277 -2.38198
42 O 3.08354 1.24606 0.15829
43 P 4.26930 2.11292 -0.14257
44 N 3.41094 3.59807 -0.35511
45 C 3.84186 4.77034 -1.08623
46 C 2.65549 4.01377 0.82228
47 N 4.68267 1.42679 -1.67313
48 C 4.67348 2.19770 -2.89752
49 C 4.17048 0.07802 -1.93316
50 N 5.85621 2.84268 -0.00083
51 C 7.01169 1.97419 -0.31656
52 C 6.08585 3.32798 1.38373
53 H 4.65042 5.32884 -0.58916
54 H 2.99661 5.45480 -1.19614
55 H 4.16114 4.54334 -2.09824
56 H 3.27480 4.58446 1.53238
57 H 2.23929 3.16109 1.35702
58 H 1.81511 4.64510 0.52326
59 H 3.67222 2.57132 -3.15136
60 H 5.02414 1.58591 -3.73211
61 H 5.37352 3.03664 -2.84831
62 H 3.11883 0.08827 -2.23723
63 H 4.26048 -0.55507 -1.05551
64 H 4.75640 -0.39136 -2.72733
65 H 6.98891 1.03287 0.23793
66 H 7.93506 2.50106 -0.06422
67 H 7.06879 1.75104 -1.37603
68 H 6.06213 2.51518 2.11545
69 H 5.32890 4.05952 1.67125
70 H 7.04901 3.83222 1.45695
71 O -1.41905 2.44354 0.68299
72 P -2.57596 3.19415 1.27331
73 N -1.94703 3.49982 2.85145
74 C -2.71472 3.83413 4.03330
75 C -0.67228 4.20238 2.88880
76 N -3.71383 1.90133 1.35052
77 C -4.31692 1.46560 2.59276
78 C -3.42152 0.72307 0.52533
79 N -3.85375 4.38734 1.35288
80 C -5.01311 4.16973 0.46032
81 C -3.33074 5.73487 1.01390
82 H -3.12768 4.85436 4.01693
83 H -2.06889 3.76079 4.91202
84 H -3.52949 3.14329 4.21789
85 H -0.77735 5.29763 2.83439
86 H -0.04133 3.88974 2.05836
87 H -0.13770 3.96247 3.81099
88 H -3.57723 1.07529 3.30386
89 H -5.04647 0.67575 2.40104
90 H -4.88825 2.26968 3.06456
91 H -2.67137 0.08375 0.99817
92 H -3.05676 1.00687 -0.45841
93 H -4.32808 0.13360 0.36878
94 H -4.71507 4.01806 -0.58018
95 H -5.67008 5.04142 0.50747
96 H -5.60979 3.32164 0.77720
97 H -2.93867 5.78122 -0.00649
98 H -2.52786 6.02401 1.69481
99 H -4.11298 6.48602 1.11894

Mulliken population analysis, charges in e, atoms 1 to 5: C -1.522; C -0.636; C -0.943; C 0.810; C 0.007



(3)
DFT (ωB97M-V with the def2-TZVPD basis set) results for a single C5H10O2 molecule.

Calculated values
- SMILES: CO[C@@]1(O)C[C@H]1C
- ΔE to the lowest compared entry with this formula, charge and spin: 49.7 kcal/mol
- Multiplicity: 1

Positions of all 17 atoms, in Å:
1 C 0.14600 0.08975 -2.30532
2 O 0.21489 0.67472 -1.01715
3 C -0.63486 0.08748 -0.08915
4 O -1.98317 0.32550 -0.33472
5 C -0.29671 -1.24780 0.50439
6 C -0.15763 0.00844 1.33331
7 C 1.21096 0.50878 1.71671
8 H 0.81978 0.66650 -2.93505
9 H -0.87177 0.14117 -2.70280
10 H 0.46480 -0.95696 -2.27857
11 H -2.14499 1.27587 -0.29534
12 H 0.61137 -1.72446 0.16923
13 H -1.11221 -1.92040 0.71481
14 H -0.92350 0.16358 2.08441
15 H 1.88994 0.41844 0.87377
16 H 1.60314 -0.06667 2.55377
17 H 1.16398 1.55608 2.00769

natural (NBO) population analysis, charges in e, atoms 1 to 5: C -0.253; O -0.528; C 0.496; O -0.712; C -0.465



(4)
DFT (ωB97M-V with the def2-TZVPD basis set) results for a molecular structure, C31H71Br3N10O10.

Calculated values
- ΔE to the lowest compared entry with this formula, charge and spin: 0.0 kcal/mol
- Multiplicity: 1

Positions of all 125 atoms, in Å:
1 C -6.27573 -2.13767 -4.25624
2 C -4.80165 -2.09251 -3.92139
3 O -3.95205 -2.13642 -4.81847
4 N -4.49670 -1.89199 -2.60471
5 C -3.16225 -1.93097 -2.07428
6 H -6.52534 -1.31871 -4.93317
7 H -6.90770 -2.02086 -3.37564
8 H -6.50668 -3.05981 -4.78386
9 H -5.25364 -1.77831 -1.95754
10 H -3.03739 -1.04531 -1.45999
11 H -2.42294 -1.99653 -2.86464
12 H -3.01942 -2.82874 -1.47001
13 C 0.05935 6.22940 3.55424
14 C 0.85861 4.94883 3.34808
15 O 0.34185 3.84828 3.48204
16 N 2.12422 5.11884 2.90127
17 C 2.95591 3.98326 2.53828
18 H -0.18874 6.60274 2.55553
19 H 0.62787 6.99699 4.07630
20 H -0.86182 5.98907 4.06796
21 H 2.44088 6.03331 2.64513
22 H 2.76715 3.18508 3.25389
23 H 3.99368 4.25529 2.41702
24 H 2.56236 3.57968 1.59841
25 C 5.32781 1.89978 4.14452
26 C 5.71161 3.33884 3.95430
27 O 5.66906 3.86919 2.84990
28 N 6.20556 3.95371 5.06257
29 C 6.78806 5.26830 5.05395
30 H 6.24157 1.32580 4.32445
31 H 4.81738 1.50750 3.27608
32 H 4.71039 1.77108 5.03928
33 H 6.30911 3.37128 5.87507
34 H 6.44489 5.81570 5.93349
35 H 6.40582 5.78970 4.18263
36 H 7.87585 5.23822 5.06906
37 C -3.18727 0.44262 -7.06545
38 C -1.73059 0.39471 -6.64893
39 O -0.85700 1.10258 -7.14994
40 N -1.45417 -0.58810 -5.75598
41 C -0.12825 -0.83026 -5.25909
42 H -3.33417 1.28170 -7.73345
43 H -3.79194 0.56470 -6.15958
44 H -3.51049 -0.50377 -7.49211
45 H -2.20117 -1.19004 -5.44116
46 H -0.14137 -0.94990 -4.17469
47 H 0.53870 -0.04365 -5.58404
48 H 0.17530 -1.78649 -5.70531
49 C -1.38469 -5.75992 0.53103
50 C -2.47899 -5.95639 -0.48218
51 O -3.43694 -6.66053 -0.25541
52 N -2.27306 -5.33695 -1.66950
53 C -3.17116 -5.52371 -2.76525
54 H -1.67383 -5.00888 1.27085
55 H -0.45441 -5.38891 0.09016
56 H -1.17145 -6.69714 1.03558
57 H -1.40645 -4.82165 -1.79196
58 H -4.05274 -6.06349 -2.44283
59 H -2.71794 -6.07025 -3.59976
60 H -3.45606 -4.56194 -3.20774
61 C -1.89775 2.59232 0.75583
62 C -1.77687 2.51001 -0.74727
63 O -0.70939 2.36597 -1.32312
64 N -2.94188 2.73635 -1.42291
65 C -3.03755 2.84968 -2.84429
66 H -2.15970 1.62922 1.20364
67 H -2.61486 3.35648 1.05669
68 H -0.93198 2.87853 1.17129
69 H -3.73592 3.00390 -0.87251
70 H -3.99071 2.42189 -3.15736
71 H -2.26623 2.28496 -3.36385
72 H -2.99506 3.87912 -3.21188
73 C -3.58369 -1.86264 3.47631
74 C -3.47895 -0.41336 3.93456
75 O -4.44641 0.14935 4.45401
76 N -2.26288 0.16148 3.81682
77 C -1.93833 1.47238 4.32680
78 H -2.65205 -2.34177 3.19360
79 H -4.27725 -1.93238 2.63428
80 H -4.09522 -2.38512 4.28712
81 H -1.54619 -0.41815 3.36832
82 H -2.72269 2.15846 4.01437
83 H -0.96754 1.80445 3.97649
84 H -1.84660 1.43567 5.41792
85 C 0.13671 -1.54780 -0.40909
86 C 0.10633 -0.99952 1.00888
87 O -0.86715 -1.17975 1.74575
88 N 1.19279 -0.31081 1.40037
89 C 1.34211 0.32283 2.67526
90 H 1.12873 -1.91994 -0.64830
91 H -0.30339 -0.80381 -1.07612
92 H -0.50896 -2.42361 -0.46849
93 H 1.97163 -0.17205 0.75922
94 H 1.26341 -0.41355 3.47420
95 H 0.61892 1.13004 2.79405
96 H 2.34414 0.74905 2.67736
97 C 2.32685 -2.99606 -2.93345
98 C 1.09905 -3.82752 -3.14360
99 O 0.34729 -4.06606 -2.19984
100 N 0.88673 -4.19262 -4.43690
101 C -0.25990 -4.91011 -4.93335
102 H 2.78038 -3.26692 -1.98145
103 H 2.17546 -1.92305 -3.02792
104 H 3.12096 -3.23654 -3.65724
105 H 1.33693 -3.59829 -5.11219
106 H 0.02391 -5.44799 -5.83886
107 H -1.06529 -4.23462 -5.25313
108 H -0.64423 -5.60238 -4.19654
109 C 5.97831 1.06753 0.48102
110 C 4.49163 1.02638 0.16650
111 O 3.84674 -0.00098 0.38603
112 N 3.97005 2.17459 -0.30516
113 C 2.60064 2.25797 -0.68252
114 H 6.16016 0.55051 1.41705
115 H 6.40872 2.06644 0.59163
116 H 6.52420 0.59551 -0.33973
117 H 4.63328 2.88354 -0.54968
118 H 2.36713 3.29349 -0.94159
119 H 1.92869 2.04135 0.14245
120 H 2.33600 1.68314 -1.56886
121 C 0.95575 -1.06606 7.02464
122 Br 2.52093 -0.41499 6.11540
123 Br -0.29139 -1.86220 5.79994
124 Br 0.12084 0.36254 7.97199
125 H 1.24379 -1.85083 7.70069

Mulliken population analysis, charges in e, atoms 1 to 5: C -1.171; C 0.625; O -0.733; N -0.015; C -0.806



So what do the calculations give for orbital gap? Going down the list: 9.59, 7.13, 10.49, 8.60 eV.
So what do the calculations give for total energy? Going down the list: -752.17391, -8694.88700, -346.94630, -10245.97641 Eh.
So what do the calculations give for highest occupied orbital energy? Going down the list: -8.893, -5.146, -9.533, -8.460 eV.